Entry from OMol25: C27H27Cl2HfN5O5S2 as an isolated structure at a distorted geometry (ωB97M-V/def2-TZVPD).

Properties
E_tot = -94137.42286 eV
E_LUMO = -7.04 eV
total charge = +2
gap between HOMO and LUMO = 6.54 eV
multiplicity = 1

Geometry (Å):
Hf -0.798 -0.609 -0.232
N -5.094 -1.034 -1.857
C -3.828 -1.171 -1.412
S -3.473 -0.504 0.172
N -2.979 -1.751 -2.209
N -1.661 -1.847 -1.769
C -0.924 -2.649 -2.479
C 0.464 -2.963 -2.218
C 1.179 -3.659 -3.207
C 2.496 -4.012 -3.018
C 3.114 -3.702 -1.804
C 2.418 -3.059 -0.798
C 1.095 -2.682 -0.989
O 0.406 -2.101 0.008
H -5.816 -0.763 -1.212
H -5.362 -1.526 -2.694
H -1.413 -3.130 -3.322
H 0.674 -3.914 -4.132
H 3.037 -4.544 -3.788
H 4.145 -3.989 -1.638
H 2.876 -2.864 0.164
O -0.869 -0.180 7.660
C -1.279 0.915 7.001
O -1.672 1.874 7.592
C -1.225 0.908 5.489
C -1.633 2.077 4.856
C -1.627 2.182 3.480
C -1.213 1.108 2.695
C -0.794 -0.053 3.326
C -0.806 -0.157 4.708
N -1.213 1.136 1.244
C -1.718 2.146 0.639
C -1.902 2.200 -0.811
C -2.469 3.317 -1.390
C -2.710 3.316 -2.759
C -2.365 2.200 -3.494
C -1.794 1.115 -2.842
N -1.577 1.104 -1.529
H -0.597 -0.899 7.079
H -1.964 2.902 5.472
H -1.944 3.121 3.051
H -0.460 -0.902 2.746
H -0.486 -1.094 5.146
H -2.133 2.987 1.178
H -2.728 4.170 -0.776
H -3.166 4.174 -3.236
H -2.542 2.153 -4.560
H -1.515 0.223 -3.387
O -2.333 -3.342 1.158
C -1.867 -2.324 1.220
O 0.852 0.189 -1.424
S 1.569 1.149 -2.395
C 3.015 0.194 -2.885
C 4.012 0.359 -1.745
C 3.998 1.847 -1.404
C 2.528 2.293 -1.363
H 3.368 0.631 -3.823
H 2.673 -0.828 -3.060
H 5.003 0.018 -2.040
H 3.682 -0.238 -0.893
H 4.531 2.409 -2.171
H 4.483 2.049 -0.449
H 2.363 3.292 -1.765
H 2.088 2.234 -0.368
Cl 1.761 0.233 1.300
C 2.805 -0.037 2.740
Cl 3.577 1.454 3.226
H 3.559 -0.758 2.452
H 2.177 -0.398 3.545

Population analysis type Mulliken, resulting atomic charges in e: Hf 0.43; N -0.43; C 0.85; S -0.48; N -1.47; N 0.97; C -0.25; C 0.78; C -0.77; C -0.90; C -0.51; C -0.68; C 0.89; O -0.66; H 0.24; H 0.26; H 0.50; H 0.47; H 0.45; H 0.49; H 0.53; O -0.47; C 0.56; O -0.51; C 0.96; C -1.22; C -1.10; C 1.11; C -0.60; C -1.54; N 0.48; C 0.32; C -0.13; C -0.70; C -0.77; C -0.96; C -0.31; N 0.90; H 0.29; H 0.50; H 0.39; H 0.97; H 0.21; H 0.33; H 0.57; H 0.48; H 0.52; H 0.50; O -0.11; C 0.12; O -0.59; S 0.27; C -0.61; C -0.12; C -0.85; C -0.27; H 0.55; H 0.10; H 0.51; H -0.07; H 0.34; H 0.42; H 0.60; H -0.02; Cl 0.20; C -0.46; Cl -0.12; H 0.36; H 0.27

---

Entry from OMol25: C27H27CoI2N4O3S as an isolated structure at a distorted geometry (ωB97M-V/def2-TZVPD).

Properties
E_tot = -105191.07089 eV
expectation value of S² = 6.03
E_LUMO (spin up / spin down) = -4.91 / -8.47 eV
total charge = +2
gap between HOMO and LUMO (spin up / spin down) = 9.09 / 5.58 eV
multiplicity = 5

Geometry (Å):
Co 0.986 -1.312 0.222
I 4.333 4.086 3.971
C 3.930 2.366 2.828
C 4.288 2.333 1.484
C 3.930 1.245 0.725
I 4.418 1.130 -1.311
C 3.183 0.152 1.255
O 2.815 -0.813 0.504
C 2.893 0.195 2.657
C 2.209 -1.007 3.245
N 0.983 -1.347 2.510
C 0.473 -2.673 2.869
C -0.640 -3.063 1.941
C -1.804 -3.655 2.412
C -2.784 -4.034 1.509
C -2.566 -3.792 0.161
C -1.390 -3.176 -0.226
N -0.436 -2.822 0.639
C 3.265 1.280 3.410
H 4.833 3.153 1.041
H 2.001 -0.840 4.310
H 2.890 -1.862 3.165
H 0.273 -0.644 2.724
H 0.135 -2.725 3.912
H 1.287 -3.397 2.740
H -1.932 -3.825 3.470
H -3.694 -4.500 1.848
H -3.295 -4.077 -0.580
H -1.200 -2.976 -1.272
H 3.054 1.303 4.469
C -3.511 5.666 2.031
C -3.121 4.315 1.546
C -4.032 3.260 1.515
C -3.672 2.026 1.005
C -2.387 1.847 0.518
C -1.453 2.870 0.571
C -1.823 4.095 1.082
S -1.949 0.267 -0.222
C -1.824 0.847 -1.952
O -0.491 0.079 0.184
H -4.478 5.653 2.524
H -3.572 6.352 1.185
H -2.760 6.060 2.715
H -5.034 3.414 1.883
H -4.384 1.217 0.973
H -0.446 2.698 0.220
H -1.109 4.905 1.108
H -1.067 1.624 -2.018
H -2.787 1.240 -2.257
H -1.554 0.006 -2.583
N 1.822 -1.186 -6.935
C 0.885 -1.734 -6.154
O -0.141 -2.242 -6.539
C 1.143 -1.656 -4.664
C 1.333 -0.442 -4.016
C 1.340 -0.424 -2.630
N 1.206 -1.524 -1.892
C 1.111 -2.698 -2.514
C 1.043 -2.808 -3.892
H 1.706 -1.247 -7.936
H 2.686 -0.819 -6.577
H 1.449 0.478 -4.567
H 1.454 0.509 -2.095
H 1.073 -3.580 -1.890
H 0.906 -3.769 -4.360

Population analysis type Mulliken, resulting atomic charges in e: Co 0.45; I 0.27; C -0.32; C -0.34; C -0.23; I 0.21; C 0.66; O -0.86; C 0.45; C -0.83; N 0.03; C -1.01; C 0.89; C -0.89; C -0.48; C -0.94; C -0.12; N 0.22; C -0.63; H 0.42; H 0.47; H 0.35; H 0.12; H 0.44; H 0.41; H 0.44; H 0.47; H 0.47; H 0.51; H 0.45; C -1.45; C 0.82; C -0.73; C -0.56; C 0.54; C -0.50; C -0.70; S 0.25; C -1.06; O 0.13; H 0.38; H 0.32; H 0.37; H 0.37; H 0.45; H 0.34; H 0.42; H 0.32; H 0.53; H 0.33; N -0.34; C 0.10; O -0.56; C 0.68; C -0.80; C -0.65; N 0.44; C -0.71; C -0.66; H 0.25; H 0.21; H 0.51; H 0.72; H 0.65; H 0.52

---

Entry from OMol25: C27H27CrN14O3S2 as an isolated structure at a distorted geometry (ωB97M-V/def2-TZVPD).

Properties
E_tot = -105533.77868 eV
expectation value of S² = 3.79
E_LUMO (spin up / spin down) = 3.28 / 3.19 eV
total charge = -2
gap between HOMO and LUMO (spin up / spin down) = 6.92 / 6.82 eV
multiplicity = 4

Geometry (Å):
Cr -0.303 0.280 1.162
N -2.389 2.566 2.732
C -1.037 2.666 3.050
N -0.510 3.716 3.647
N 0.813 3.435 3.694
N 1.057 2.296 3.155
N -0.114 1.749 2.733
C -2.896 1.288 2.540
N -3.999 0.805 3.075
N -3.961 -0.516 2.761
N -2.899 -0.788 2.093
N -2.221 0.356 1.874
H -2.978 3.169 3.282
S 2.052 0.137 0.838
C 2.208 1.630 -0.037
N 3.298 2.102 -0.540
N 4.396 1.357 -0.365
C 5.611 1.750 -0.886
C 6.721 0.917 -0.713
C 7.954 1.285 -1.219
C 8.111 2.483 -1.907
C 7.005 3.306 -2.076
C 5.762 2.955 -1.576
N 1.118 2.487 -0.292
N 0.013 2.079 0.088
C -1.066 2.999 -0.131
C -0.896 4.340 0.180
C -1.970 5.202 0.036
C -3.192 4.726 -0.422
C -3.345 3.380 -0.728
C -2.284 2.503 -0.571
H 4.306 0.471 0.120
H 6.605 -0.018 -0.178
H 8.802 0.627 -1.075
H 9.077 2.768 -2.302
H 7.108 4.244 -2.609
H 4.901 3.594 -1.706
H 0.054 4.677 0.571
H -1.857 6.245 0.304
H -4.031 5.402 -0.524
H -4.300 3.004 -1.071
H -2.383 1.446 -0.783
N -0.182 -1.769 1.848
C -1.128 -2.897 1.913
C -1.267 -3.579 3.117
C -1.733 -4.884 3.132
C -2.039 -5.533 1.946
C -1.933 -4.842 0.752
C -1.469 -3.532 0.731
S -2.508 -7.268 1.978
O -2.941 -7.559 0.617
O -1.279 -7.950 2.370
O -3.564 -7.344 2.978
H 0.261 -1.702 2.762
H 0.542 -2.105 1.218
H -1.055 -3.068 4.052
H -1.845 -5.415 4.068
H -2.196 -5.351 -0.166
H -1.383 -2.984 -0.198
C -0.311 -1.103 -4.099
C -1.449 -1.357 -3.101
C -2.707 -0.606 -3.556
C -1.749 -2.860 -3.035
C -1.050 -0.867 -1.771
C -0.737 -0.454 -0.673
H -0.588 -1.475 -5.090
H 0.599 -1.610 -3.776
H -0.096 -0.036 -4.171
H -3.003 -0.934 -4.557
H -2.523 0.470 -3.581
H -3.533 -0.796 -2.869
H -2.057 -3.226 -4.019
H -2.550 -3.065 -2.325
H -0.866 -3.418 -2.718

Population analysis type Mulliken, resulting atomic charges in e: Cr -0.74; N 0.12; C 0.34; N -0.61; N -0.70; N -0.52; N 1.02; C 0.10; N -0.62; N -0.80; N -0.21; N 0.77; H 0.35; S -0.54; C 0.21; N -0.49; N 0.34; C 0.53; C -0.47; C -0.47; C -0.54; C -0.48; C -0.36; N -0.97; N 1.46; C 0.47; C -0.32; C -0.67; C -0.47; C -0.91; C -0.39; H 0.18; H 0.34; H 0.33; H 0.35; H 0.33; H 0.39; H 0.42; H 0.37; H 0.38; H 0.41; H 0.36; N -0.26; C 0.75; C -0.49; C -0.92; C -0.11; C -0.61; C 0.27; S 1.29; O -0.73; O -0.70; O -0.71; H 0.20; H 0.48; H 0.29; H 0.36; H 0.56; H -0.18; C -1.72; C 2.43; C -1.75; C -1.87; C 0.09; C -0.51; H 0.40; H 0.39; H 0.37; H 0.45; H 0.31; H 0.38; H 0.47; H 0.38; H 0.36